No. 1
The following is a quantum chemistry calculation of an isolated molecule of C20H24N2O6S, from the OMol25 dataset.

```
! RIJCOSX wB97M-V def2-TZVPD def2/J DEFGRID3
* xyz 0 1
C 1.99452 -6.74339 5.39923
C 0.77918 -6.04924 4.80006
C 1.18670 -4.88952 3.89717
O 0.00580 -4.30947 3.38148
C 0.10463 -3.26015 2.52540
C -1.10198 -2.75654 2.03436
C -1.11464 -1.69128 1.16094
C 0.07288 -1.09245 0.75368
C 0.05475 0.03478 -0.24864
C 0.93258 1.22825 0.17898
C 0.49313 2.51096 -0.49929
O -0.63874 2.92920 -0.47911
O 1.49274 3.13112 -1.09926
N 0.47065 -0.43447 -1.56133
S -0.73573 -0.75332 -2.67004
O -0.10813 -1.45637 -3.74943
O -1.89516 -1.33483 -2.05316
C -1.09222 0.93573 -3.10632
C -0.05401 1.69331 -3.61020
C -0.19319 3.06489 -3.69349
C -1.36913 3.66166 -3.24463
N -1.46005 5.06027 -3.15688
C -0.47477 5.85422 -2.65331
C -0.88176 7.30046 -2.51987
O 0.62576 5.44380 -2.34083
C -2.44553 2.87900 -2.83641
C -2.29757 1.50816 -2.75295
C 1.27017 -1.60176 1.23495
C 1.29581 -2.67112 2.11432
H 2.57854 -6.04667 5.99668
H 1.68185 -7.56513 6.03785
H 2.63384 -7.14204 4.61459
H 0.19347 -6.75709 4.21190
H 0.13702 -5.66318 5.59302
H 1.81978 -5.25653 3.07696
H 1.75588 -4.14604 4.47338
H -2.01847 -3.22652 2.35348
H -2.05238 -1.32497 0.77338
H -0.97266 0.39452 -0.36664
H 0.82253 1.36858 1.25605
H 1.97842 1.04613 -0.06094
H 1.20392 3.96929 -1.54399
H 1.17907 -1.15162 -1.54260
H 0.85953 1.20004 -3.89880
H 0.61763 3.67699 -4.05361
H -2.39388 5.44541 -3.18362
H -0.00448 7.90162 -2.29939
H -1.58977 7.40242 -1.69916
H -1.34957 7.65638 -3.43457
H -3.36601 3.34844 -2.52368
H -3.08571 0.87483 -2.37810
H 2.20687 -1.16165 0.92495
H 2.24790 -3.03511 2.46744
*
```

- HOMO-LUMO gap (eV) = 8.934
- HOMO (eV) = -8.433
- LUMO (eV) = 0.50
- relative energy (zero: lowest compared OMol25 entry of this formula, charge and spin) (kcal per mole) = 2.0

No. 2
The following is a quantum chemistry calculation of an isolated molecule of C20H24N2O7S, from the OMol25 dataset.

```
! RIJCOSX wB97M-V def2-TZVPD def2/J DEFGRID3
* xyz 0 1
C 5.23506 3.09590 -5.66063
C 4.55449 1.74564 -5.53940
O 3.42550 1.89150 -4.67634
C 2.67670 0.78024 -4.52075
O 2.93019 -0.28209 -5.03789
N 1.58974 0.99929 -3.73993
C 0.73885 -0.10681 -3.36691
C 0.84283 -0.36549 -1.85664
N 0.54543 0.85325 -1.13908
C -0.58240 1.13914 -0.44838
O -0.84270 2.28174 -0.08731
C -1.49153 0.04945 -0.05525
C -2.80133 0.17520 0.33299
C -3.20920 -1.09602 0.78208
C -2.12137 -1.91940 0.65442
C -1.86828 -3.28142 1.13296
S -0.88639 -3.16536 2.73158
O -1.56159 -3.99063 3.69557
O 0.48109 -3.47257 2.41498
C -1.02845 -1.44393 3.18481
C -0.07092 -0.55273 2.74426
C -0.26539 0.80593 2.91033
C -1.43317 1.26935 3.51888
O -1.75395 2.56775 3.66917
C -0.96825 3.54093 3.00649
C -2.36236 0.34604 4.01851
C -2.16610 -1.00489 3.84032
O -1.08413 -1.23172 0.13314
C 1.43067 1.94230 -1.50364
C 1.33002 2.21736 -3.00827
H 5.56133 3.44115 -4.68322
H 6.09827 3.01018 -6.31378
H 4.54608 3.82675 -6.07545
H 4.21176 1.38176 -6.51405
H 5.23088 0.99450 -5.11634
H 1.05985 -0.98391 -3.93029
H -0.29758 0.13833 -3.62668
H 0.16447 -1.16326 -1.56970
H 1.86588 -0.67059 -1.61183
H -3.38270 1.07280 0.29678
H -4.17447 -1.36846 1.15492
H -2.78251 -3.81289 1.37095
H -1.23203 -3.85560 0.46564
H 0.81397 -0.93804 2.26220
H 0.47720 1.49607 2.54552
H -1.48592 4.48564 3.16163
H 0.03439 3.60473 3.43953
H -0.90263 3.32781 1.93576
H -3.24131 0.72483 4.51466
H -2.87874 -1.73231 4.19483
H 1.13385 2.82520 -0.93606
H 2.45630 1.66016 -1.24590
H 2.04637 2.97957 -3.30806
H 0.31561 2.56001 -3.24322
*
```

- HOMO-LUMO gap (eV) = 9.068
- HOMO (eV) = -8.659
- LUMO (eV) = 0.41
- relative energy (zero: lowest compared OMol25 entry of this formula, charge and spin) (kcal per mole) = 3.0

No. 3
The following is a quantum chemistry calculation of an isolated molecule of C20H24N4O2S, from the OMol25 dataset.

```
! RIJCOSX wB97M-V def2-TZVPD def2/J DEFGRID3
* xyz 0 1
O -0.00781 -2.81930 1.09420
C 0.38086 -3.13706 -0.01905
C -0.00061 -2.29533 -1.23123
N -0.82524 -1.22064 -0.75466
C -1.11273 -0.14300 -1.50907
S -0.58985 -0.11097 -3.09003
N -1.85670 0.85146 -0.97220
C -2.15806 2.05089 -1.73378
C -1.50415 3.26428 -1.13065
C -0.11798 3.33044 -1.05177
C 0.49856 4.40653 -0.44275
C -0.26412 5.43565 0.08454
C -1.64362 5.38797 -0.00967
C -2.26055 4.30488 -0.61146
C -2.30928 0.87188 0.40443
C -1.36271 1.59959 1.33000
C -1.81993 2.61135 2.16522
C -0.92160 3.28164 2.97696
C 0.41301 2.91317 2.92133
N 0.86121 1.94781 2.13875
C -0.00074 1.31166 1.36941
N 1.12858 -4.23071 -0.24008
C 1.71360 -4.65254 -1.49385
C 3.24387 -4.63288 -1.35795
O 3.66983 -5.44035 -0.28780
C 3.11048 -5.00727 0.93251
C 1.58065 -5.03929 0.87806
H -0.55138 -2.89951 -1.96308
H 0.89138 -1.89189 -1.72887
H -0.95501 -1.25245 0.25187
H -1.78934 1.88633 -2.75069
H -3.24578 2.18145 -1.77014
H 0.47426 2.52891 -1.46804
H 1.57556 4.44172 -0.37624
H 0.21701 6.27500 0.56448
H -2.24230 6.19256 0.39215
H -3.33943 4.26896 -0.67825
H -2.47508 -0.15000 0.75988
H -3.27886 1.38126 0.42043
H -2.86851 2.87500 2.17495
H -1.24980 4.07457 3.63061
H 1.15948 3.40798 3.52813
H 0.42857 0.53817 0.74734
H 1.40385 -4.01149 -2.31494
H 1.38856 -5.67967 -1.69769
H 3.71308 -5.03895 -2.25507
H 3.58148 -3.59579 -1.20701
H 3.48365 -5.68780 1.69858
H 3.44603 -3.98381 1.15820
H 1.14935 -4.63136 1.79231
H 1.23824 -6.06906 0.73172
*
```

- HOMO-LUMO gap (eV) = 8.679
- HOMO (eV) = -7.995
- LUMO (eV) = 0.68
- relative energy (zero: lowest compared OMol25 entry of this formula, charge and spin) (kcal per mole) = 20.6

No. 4
The following is a quantum chemistry calculation of a cluster of 2 separate species, C20H24N4O3S in total, from the OMol25 dataset.

```
! RIJCOSX wB97M-V def2-TZVPD def2/J DEFGRID3
* xyz 0 1
C -3.09630 0.12734 4.78181
N -2.00305 -0.03259 3.82359
C -2.07208 -0.83975 2.75590
O -3.05664 -1.53608 2.53259
C -0.87050 -0.86460 1.79374
C -1.23367 -0.23510 0.43723
C -1.70435 1.19311 0.42322
C -1.47534 2.13778 1.36777
N -2.05776 3.33064 0.98926
C -2.66261 3.23061 -0.24299
C -3.35376 4.15086 -1.04330
C -3.84436 3.73353 -2.29164
C -3.63557 2.41000 -2.71958
C -2.94260 1.49339 -1.90377
C -2.44066 1.87793 -0.64054
N -0.40002 -2.23618 1.55968
C 0.35241 -2.98578 2.36221
C 0.80853 -2.44205 3.70215
O 0.69691 -4.10329 2.01502
H -3.95465 0.58492 4.28475
H -2.78427 0.75453 5.61760
H -3.40292 -0.85069 5.15988
H -1.15980 0.49365 3.97738
H -0.06023 -0.28052 2.22559
H -2.01578 -0.84362 -0.02081
H -0.35894 -0.29006 -0.21225
H -0.91574 1.99021 2.28001
H -2.02150 4.17407 1.54336
H -3.50432 5.16476 -0.70590
H -4.38237 4.42707 -2.92356
H -4.01933 2.09231 -3.67935
H -2.79648 0.47811 -2.24072
H -0.73814 -2.70612 0.73520
H 1.42261 -1.55722 3.55170
H -0.06014 -2.21225 4.31535
H 1.40066 -3.20809 4.20167
C 5.81685 0.08667 -5.34579
C 5.48585 -0.54284 -4.00492
O 6.40632 -0.96359 -3.32238
N 4.15576 -0.63485 -3.63547
C 3.65469 -1.18001 -2.45179
C 2.32513 -1.49321 -2.32968
C 2.00160 -2.09433 -1.04428
C 3.09086 -2.18870 -0.21940
S 4.54456 -1.55916 -0.97587
H 5.41150 1.10010 -5.39209
H 6.90125 0.13608 -5.48127
H 5.38884 -0.50880 -6.15592
H 3.48118 -0.33668 -4.32975
H 1.59327 -1.34295 -3.11611
H 1.01613 -2.46231 -0.77798
H 3.06896 -2.63623 0.77045
*
```

- HOMO-LUMO gap (eV) = 8.441
- HOMO (eV) = -8.166
- LUMO (eV) = 0.28
- relative energy (zero: lowest compared OMol25 entry of this formula, charge and spin) (kcal per mole) = 28.4

No. 5
The following is a quantum chemistry calculation of an isolated molecule of C20H24N4O3S, from the OMol25 dataset.

```
! RIJCOSX wB97M-V def2-TZVPD def2/J DEFGRID3
* xyz 0 1
C 4.01939 2.96864 1.89107
O 2.79771 2.35498 1.56263
C 2.44120 2.45798 0.20130
C 3.33786 1.64748 -0.74548
C 2.61148 1.30987 -2.05256
N 1.76602 0.14597 -1.94108
C 0.45307 0.21359 -1.65315
N -0.13835 1.38211 -1.52679
C -1.47799 1.40810 -1.33500
C -2.13258 2.63474 -1.13401
C -3.49052 2.66252 -0.94879
C -4.24192 1.48055 -0.96427
C -3.62849 0.26897 -1.15698
C -2.23912 0.21439 -1.33186
N -1.61557 -0.99012 -1.43615
C -0.32435 -1.00219 -1.55935
N 0.32078 -2.24088 -1.56656
S 1.23842 -2.58043 -0.16171
O 2.56054 -2.06023 -0.37375
O 1.09572 -3.98603 0.05668
C 0.37491 -1.59724 1.04504
C 0.93755 -0.42647 1.50395
C 0.14641 0.45480 2.22044
C -1.19585 0.18442 2.45290
C -2.05322 1.18975 3.15400
C -1.74695 -1.02635 2.00925
C -3.18918 -1.34309 2.24656
C -0.94525 -1.91207 1.30491
H 4.10531 2.92282 2.97536
H 4.03315 4.01744 1.56946
H 4.87270 2.44938 1.44227
H 1.41737 2.08428 0.14368
H 2.44234 3.51478 -0.10664
H 4.24618 2.20820 -0.97396
H 3.62848 0.71393 -0.25753
H 1.98164 2.14639 -2.36092
H 3.34733 1.10227 -2.83469
H 2.22978 -0.73496 -1.75520
H -1.54046 3.53646 -1.12932
H -3.99386 3.60550 -0.79136
H -5.31163 1.53005 -0.82163
H -4.18453 -0.65573 -1.16781
H -0.35114 -2.98900 -1.69055
H 1.97050 -0.20611 1.29618
H 0.58479 1.37706 2.56978
H -1.46848 2.05885 3.44123
H -2.50366 0.75913 4.04715
H -2.86046 1.51433 2.49788
H -3.43587 -2.32380 1.85064
H -3.41803 -1.32665 3.31125
H -3.81965 -0.60140 1.75732
H -1.34420 -2.84304 0.93244
*
```

- HOMO-LUMO gap (eV) = 8.036
- HOMO (eV) = -8.060
- LUMO (eV) = -0.02
- relative energy (zero: lowest compared OMol25 entry of this formula, charge and spin) (kcal per mole) = 45.1

No. 6
The following is a quantum chemistry calculation of an isolated molecule of C20H24N4OS, from the OMol25 dataset.

```
! RIJCOSX wB97M-V def2-TZVPD def2/J DEFGRID3
* xyz 0 1
C 6.10328 -3.98922 1.81414
C 5.35752 -3.41404 1.03588
C 4.18614 -2.57914 0.45039
C 4.30074 -1.07478 0.52133
C 3.22366 -0.15983 0.01638
C 3.25980 1.40656 0.09019
C 3.69715 2.13685 -1.25198
N 5.09735 1.81283 -1.67480
N 3.57529 3.62649 -0.98676
N 2.82517 1.85983 -2.40987
C 2.00743 -0.84308 -0.57550
C 1.89160 -2.35642 -0.63542
C 2.97183 -3.26054 -0.13444
S 0.29848 -2.97259 -1.34537
C -0.88723 -1.73078 -0.66420
C -2.25744 -2.05812 -0.19387
C -3.16417 -0.98574 0.38381
C -4.59890 -1.45479 0.82520
C -5.32731 -0.55369 1.90175
C -5.79474 0.89781 1.43474
C -6.05072 1.10346 -0.11742
O -5.06838 2.02707 -0.67500
C -2.60357 0.38624 0.46789
C -1.22001 0.77457 -0.02285
C -0.37910 -0.32296 -0.59739
N 0.95417 0.03970 -1.08341
H 6.75254 -4.43272 2.61201
H 5.22845 -0.65092 0.99515
H 3.99870 1.72151 0.89532
H 2.23768 1.76280 0.44250
H 5.51487 1.36290 -0.85163
H 5.52026 2.73221 -1.85432
H 3.93210 3.79265 -0.02659
H 2.56132 3.80748 -0.88999
H 3.17949 2.29232 -3.26614
H 1.85810 2.16097 -2.21938
H 2.85461 -4.37619 -0.17236
H -2.59680 -3.13748 -0.26354
H -4.45781 -2.48087 1.30789
H -5.22230 -1.66957 -0.10631
H -6.21371 -1.11275 2.32994
H -4.58569 -0.41021 2.75779
H -5.06909 1.65255 1.88590
H -6.78849 1.10723 1.95710
H -7.04553 1.66076 -0.21757
H -6.15764 0.16514 -0.72490
H -4.85981 2.69794 0.00889
H -3.20707 1.21785 0.91163
H -0.82699 1.82846 0.03292
H 0.99483 -0.00774 -2.11771
*
```

- HOMO-LUMO gap (eV) = 8.501
- HOMO (eV) = -8.130
- LUMO (eV) = 0.37
- relative energy (zero: lowest compared OMol25 entry of this formula, charge and spin) (kcal per mole) = 193.7

No. 7
The following is a quantum chemistry calculation of a structure of composition C20H25AlBr4Ca2Cl7F4IN3O8S2, from the OMol25 dataset.

```
! RIJCOSX wB97M-V def2-TZVPD def2/J DEFGRID3
* xyz -1 1
C 6.32428 -1.93381 -0.44255
C 5.11744 -2.05786 0.08862
C 3.69183 -1.73896 0.76869
C 2.35403 -1.97271 -0.06019
C 0.90093 -1.64778 0.51791
N -0.24083 -1.90215 -0.40416
C -1.48359 -1.58603 0.34315
C -2.87816 -1.84512 -0.46514
C -3.20328 -0.60669 -1.44767
O -3.66776 -1.03505 -2.77744
C -4.30305 0.42974 -0.89175
N -3.73399 1.46786 0.06427
C -1.62093 -1.04858 1.84563
I -3.56322 -0.65098 2.81571
N -0.43220 -0.77463 2.68306
C 0.84934 -1.08766 2.01914
C 2.18150 -0.85163 2.87874
Br 1.92850 -0.09567 4.73549
C 3.64582 -1.19152 2.27631
C 4.95191 -0.95746 3.17764
C 5.92604 0.21891 2.65253
C 5.18124 1.58970 2.23686
C 6.00397 2.23115 0.98598
S 5.26548 1.84982 -0.67556
O 3.93818 1.12385 -0.62673
O 6.28445 1.09680 -1.53318
Cl 4.94954 3.67273 -1.70342
H 7.45920 -1.83360 -0.67914
H 2.46485 -2.37628 -1.12706
H -2.65927 -2.76306 -1.15413
H -3.73908 -2.16986 0.22012
H -2.19548 -0.03078 -1.61625
H -3.52833 -0.21961 -3.33228
H -4.68822 1.02737 -1.81798
H -5.24251 -0.06432 -0.43312
H -4.50970 1.61228 0.75188
H -3.67918 2.37794 -0.44172
H 5.57080 -1.94640 3.12610
H 4.75707 -0.77231 4.28930
H 6.62842 0.48827 3.55710
H 6.63025 -0.21135 1.84222
H 5.28042 2.36039 3.11104
H 4.05620 1.49084 2.03070
H 6.12232 3.37254 1.09350
H 7.07298 1.77138 1.01272
F 9.70025 -3.43994 -4.71507
Al 8.57706 -2.49343 -3.70893
F 7.95262 -1.11568 -4.64838
F 9.43190 -1.88893 -2.26445
F 7.21922 -3.52799 -3.19870
Ca 7.82811 1.57957 4.74859
C -0.62701 -0.08282 8.11584
Br -1.72588 -0.21817 6.52166
Br -0.14239 1.75648 8.50372
Br -1.45890 -0.94742 9.64140
H 0.29965 -0.62027 7.91086
C -7.71843 -0.83654 -2.59094
Cl -8.06393 0.32639 -1.30258
Cl -8.98046 -2.07287 -2.67903
H -7.66901 -0.30722 -3.54473
H -6.76468 -1.31782 -2.38794
Cl 3.17364 -2.07380 5.15483
Cl -7.66885 -2.09424 -0.53304
O 0.41593 -2.86158 -3.49915
H 0.54289 -2.31479 -2.71288
H 0.92305 -2.40768 -4.18552
Ca 0.00162 0.39158 -0.02572
C -7.40361 4.04236 -1.93233
Cl -8.68345 4.10058 -0.71384
Cl -5.92540 3.33190 -1.27267
H -7.74035 3.43625 -2.77296
H -7.19000 5.05566 -2.27089
O -7.56512 1.54275 -5.00103
S -7.69469 2.75975 -5.82749
O -9.01862 2.78215 -6.46981
O -6.64899 2.75800 -6.86307
O -7.54442 3.94808 -4.97064
*
```

- HOMO-LUMO gap (eV) = 1.119
- HOMO (eV) = -4.867
- LUMO (eV) = -3.75

No. 8
The following is a quantum chemistry calculation of a structure of composition C20H25As2CoN3S4, from the OMol25 dataset.

```
! RIJCOSX wB97M-V def2-TZVPD def2/J DEFGRID3
* xyz 0 2
Co -0.19541 0.31226 0.13038
S 3.36837 1.52900 2.50380
C 2.08200 1.00364 1.64116
S 0.50928 0.56654 2.25999
S 1.99007 0.80146 -0.08839
C 0.08182 0.82983 -5.05374
N 0.26167 1.88905 -4.08182
C 0.77555 3.14262 -4.34182
C 0.82090 3.80263 -3.17665
N 0.32847 2.95076 -2.18949
C -0.01300 1.75839 -2.76135
S -0.63012 0.31533 -2.13669
C 0.20302 3.36296 -0.83265
C 1.02756 4.37691 -0.36092
C 0.83388 4.81575 0.93412
C -0.16025 4.23810 1.70476
C -0.88406 3.20066 1.15248
N -0.71537 2.76196 -0.09712
H 0.26831 1.24064 -6.04259
H -0.93487 0.44579 -4.99913
H 0.77346 0.01287 -4.85123
H 1.05013 3.45155 -5.33372
H 1.11643 4.81081 -2.96369
H 1.83917 4.76850 -0.95464
H 1.46983 5.58986 1.34162
H -0.33343 4.54038 2.72708
H -1.61672 2.66619 1.74429
C -3.79168 0.94994 -0.28381
As -2.46064 -0.17372 0.58290
C -3.24968 -0.34228 2.35842
C -2.84411 -1.93279 -0.18169
C -4.14506 -2.30619 -0.50400
C -4.40246 -3.54191 -1.07879
C -3.35465 -4.41606 -1.32898
C -2.05721 -4.05530 -0.99641
C -1.78630 -2.81894 -0.41901
As 0.01050 -2.23004 0.09177
C 1.14474 -3.36973 -1.01309
C 0.16799 -3.16265 1.79902
H -4.80785 0.61808 -0.07603
H -3.59813 0.93710 -1.35460
H -3.66270 1.96791 0.08216
H -4.22257 -0.82694 2.28342
H -3.36879 0.64927 2.79390
H -2.59548 -0.92953 3.00042
H -4.97137 -1.62989 -0.31817
H -5.41689 -3.81944 -1.33501
H -3.54848 -5.37974 -1.78273
H -1.24868 -4.74961 -1.19092
H 0.98595 -3.12732 -2.06300
H 0.96289 -4.42987 -0.84167
H 2.17756 -3.13540 -0.75764
H -0.08802 -4.21653 1.69479
H -0.49278 -2.68639 2.52185
H 1.19060 -3.05348 2.15836
*
```

- HOMO-LUMO gap (spin up / spin down) (eV) = 7.104 / 7.223
- HOMO (spin up / spin down) (eV) = -6.761 / -6.866
- LUMO (spin up / spin down) (eV) = 0.34 / 0.36
- relative energy (zero: lowest compared OMol25 entry of this formula, charge and spin) (kcal per mole) = 8.1

Table of DFT total energy (a.u.), in record order: -1735.70801 -1810.90050 -1544.23141 -1619.49552 -1619.46887 -1468.71886 -18151.24561 -8388.48707
Table of maximum force (eV/Å), in record order: 0.91 1.20 0.86 2.10 1.15 4.22 6.73 0.30